Entry 1:
{"formula": "C2H9N5", "method": "ωB97M-V/def2-TZVPD", "e_lumo_ev": 0.8, "largest_force_ha_per_bohr": 0.0667, "energy_ev": -9665.48971, "multiplicity": 1, "orbital_gap_ha": 0.2917, "relative_energy_ev": 5.406, "species": ["C", "N", "C", "N", "N", "N", "N", "H", "H", "H", "H", "H", "H", "H", "H", "H"], "positions_angstrom": [[-1.432, -0.941, 0.212], [0.781, -0.326, -0.044], [-0.665, 0.291, 0.001], [1.520, -0.295, 1.149], [1.531, -0.140, -1.219], [-0.978, 1.128, -1.094], [-1.133, 0.581, 1.273], [0.850, -0.069, 1.893], [1.944, -1.205, 1.313], [2.400, 0.336, -0.973], [1.772, -1.053, -1.600], [-0.350, 0.988, -1.880], [-1.166, 2.097, -0.874], [-1.650, 1.457, 1.297], [-2.300, -1.174, -0.394], [-1.125, -1.675, 0.941]], "lowdin_charge": [0.149, -0.286, -0.730, 0.020, 0.012, 0.102, 0.113, 0.058, 0.067, 0.070, 0.071, 0.063, 0.079, 0.061, 0.078, 0.072]}


Entry 2:
{"formula": "C2H9N5", "method": "ωB97M-V/def2-TZVPD", "e_lumo_ev": [-11.5, -11.2], "largest_force_ha_per_bohr": 0.1295, "energy_ev": -9647.97853, "charge": 2, "multiplicity": 1, "orbital_gap_ha": [0.2808, 0.3068], "relative_energy_ev": 5.571, "species": ["C", "C", "N", "N", "N", "N", "N", "H", "H", "H", "H", "H", "H", "H", "H", "H"], "positions_angstrom": [[0.605, -0.468, -0.969], [-0.478, 1.202, 1.256], [-0.562, -0.935, -1.083], [1.001, -0.381, 0.387], [1.351, -0.382, -1.997], [-1.566, -0.674, -0.327], [0.057, -0.110, 1.269], [-0.349, 1.724, 0.318], [-1.465, 1.402, 1.653], [0.252, 1.755, 1.851], [2.019, -0.598, 0.608], [1.066, -0.404, -2.945], [2.348, -0.209, -1.876], [-2.002, 0.199, 0.010], [-2.423, -1.390, -0.323], [0.146, -0.731, 2.167]], "lowdin_charge": [-0.378, -0.040, 0.171, 0.131, 0.308, 0.218, -0.030, 0.119, 0.122, 0.131, 0.247, 0.164, 0.176, 0.151, 0.252, 0.257]}


Entry 3:
{"formula": "C2H9N5O", "method": "ωB97M-V/def2-TZVPD", "e_lumo_ev": [0.9, -1.4], "largest_force_ha_per_bohr": 0.1078, "energy_ev": -11711.66519, "multiplicity": 3, "orbital_gap_ha": [0.2977, 0.2627], "relative_energy_ev": 0.000, "species": ["C", "C", "N", "N", "N", "N", "N", "O", "H", "H", "H", "H", "H", "H", "H", "H", "H"], "positions_angstrom": [[-0.185, -1.005, -0.186], [-1.544, -1.712, -0.213], [-0.553, 2.392, 0.470], [3.353, -0.537, -0.074], [-0.842, 1.259, -0.420], [3.140, 0.658, 0.189], [0.100, 0.258, -0.229], [0.672, -1.897, 0.144], [-1.694, -2.537, -0.821], [-1.670, -2.156, 0.719], [-2.305, -1.012, -0.463], [-0.285, 2.031, 1.336], [0.174, 2.903, 0.137], [4.405, -0.759, -0.194], [1.690, -1.668, 0.062], [-1.752, 0.942, -0.190], [2.024, 0.897, 0.197]], "lowdin_spin": [0.003, 0.000, 0.000, 0.824, 0.000, 0.999, 0.013, 0.015, 0.000, 0.000, 0.000, 0.000, 0.000, 0.066, 0.011, 0.000, 0.067]}


Entry 4:
{"formula": "C2H9N6", "method": "ωB97M-V/def2-TZVPD", "e_lumo_ev": -3.1, "largest_force_ha_per_bohr": 0.0329, "energy_ev": -11150.45136, "charge": 1, "multiplicity": 1, "orbital_gap_ha": 0.3545, "relative_energy_ev": 1.647, "species": ["C", "C", "N", "N", "N", "N", "N", "N", "H", "H", "H", "H", "H", "H", "H", "H", "H"], "positions_angstrom": [[1.155, -0.237, -0.006], [0.403, 0.809, 0.840], [0.385, -1.143, -0.463], [-0.981, 0.633, 0.561], [2.449, -0.096, -0.306], [-1.369, 1.266, -0.679], [-1.535, -1.973, 0.321], [-0.930, -0.990, -0.292], [0.559, 0.610, 1.903], [0.768, 1.812, 0.607], [3.024, 0.521, 0.239], [2.909, -0.822, -0.828], [-0.857, 2.136, -0.907], [-2.376, 1.474, -0.620], [-2.533, -2.041, 0.212], [-1.098, -2.486, 1.075], [-1.203, 0.492, -1.389]], "lowdin_charge": [-0.379, -0.142, 0.091, -0.066, 0.175, 0.141, 0.102, -0.181, 0.132, 0.127, 0.118, 0.124, 0.173, 0.174, 0.120, 0.126, 0.164]}


Entry 5:
{"formula": "C2H9NO", "method": "ωB97M-V/def2-TZVPD", "e_lumo_ev": 1.2, "largest_force_ha_per_bohr": 0.0593, "energy_ev": -5754.53035, "multiplicity": 1, "orbital_gap_ha": 0.4029, "relative_energy_ev": 2.993, "species": ["N", "H", "H", "H", "H", "C", "O", "C", "H", "H", "H", "H", "H"], "positions_angstrom": [[-5.561, -2.116, -2.596], [-4.820, -2.611, -2.076], [1.264, -1.957, -5.001], [-6.307, -2.784, -2.495], [-5.279, -1.670, -3.438], [3.150, 2.130, 2.439], [3.650, 2.102, 3.749], [2.287, 1.737, 3.539], [2.866, 3.120, 1.979], [3.669, 1.505, 1.737], [1.555, 2.381, 3.926], [1.914, 0.717, 3.471], [1.613, -2.556, -5.233]], "lowdin_charge": [0.001, 0.014, 0.000, -0.004, -0.010, -0.199, -0.052, -0.165, 0.119, 0.101, 0.089, 0.107, 0.000]}


Entry 6:
{"formula": "C2H9NO", "method": "ωB97M-V/def2-TZVPD", "e_lumo_ev": 1.0, "largest_force_ha_per_bohr": 0.0250, "energy_ev": -5755.05224, "multiplicity": 1, "orbital_gap_ha": 0.4052, "relative_energy_ev": 2.471, "species": ["N", "H", "H", "H", "H", "C", "O", "C", "H", "H", "H", "H", "H"], "positions_angstrom": [[-1.964, -0.045, 2.432], [-1.650, 0.926, 2.382], [3.837, 2.990, -2.431], [-1.627, -0.521, 3.268], [-1.506, -0.475, 1.631], [-0.127, -1.475, -0.497], [-1.370, -0.869, -0.935], [-0.217, -0.087, -0.935], [0.300, -2.157, -1.220], [-0.121, -1.688, 0.560], [0.193, 0.206, -1.898], [-0.099, 0.684, -0.173], [4.349, 2.511, -2.182]], "lowdin_charge": [0.021, 0.011, 0.000, 0.011, -0.033, -0.131, -0.076, -0.210, 0.105, 0.092, 0.108, 0.102, 0.000]}


Entry 7:
{"formula": "C2H9NO2", "method": "ωB97M-V/def2-TZVPD", "e_lumo_ev": 0.7, "largest_force_ha_per_bohr": 0.0249, "energy_ev": -7803.75933, "multiplicity": 1, "orbital_gap_ha": 0.3193, "relative_energy_ev": 0.967, "species": ["C", "C", "N", "H", "H", "H", "H", "H", "H", "H", "O", "H", "H", "O"], "positions_angstrom": [[-2.088, 0.159, -1.217], [-1.462, -0.885, -0.640], [-0.230, -1.403, -1.008], [-1.488, 0.856, -1.792], [-3.158, 0.275, -1.160], [-1.756, -1.302, 0.319], [0.341, -1.009, -1.723], [-0.103, -2.365, -0.795], [3.350, 0.994, 1.790], [3.700, -0.166, 0.907], [2.932, 0.294, 1.266], [-0.462, 1.002, 0.945], [0.483, 1.690, 1.945], [-0.058, 1.859, 1.163]], "lowdin_charge": [-0.033, -0.314, 0.040, 0.051, 0.038, 0.104, 0.082, 0.071, 0.038, 0.032, -0.066, 0.007, 0.024, -0.073]}


Entry 8:
{"formula": "C2H9NO2", "method": "ωB97M-V/def2-TZVPD", "e_lumo_ev": 0.8, "largest_force_ha_per_bohr": 0.0945, "energy_ev": -7803.54846, "multiplicity": 1, "orbital_gap_ha": 0.3822, "relative_energy_ev": 1.177, "species": ["C", "O", "C", "N", "H", "H", "H", "H", "H", "H", "H", "H", "H", "O"], "positions_angstrom": [[-1.231, -0.512, 0.279], [-2.465, -0.085, -0.280], [-0.527, 0.702, 0.989], [0.885, 0.687, 1.286], [-1.577, -1.341, 0.916], [-0.568, -0.963, -0.461], [-2.878, -0.913, -0.444], [-0.875, 1.588, 0.511], [-1.038, 0.537, 1.997], [1.193, 0.007, 2.070], [1.287, 0.147, 0.575], [2.782, 0.867, -2.480], [2.711, -0.785, -2.590], [2.301, 0.063, -2.368]], "lowdin_charge": [-0.267, -0.071, -0.265, -0.017, 0.111, 0.101, 0.059, 0.096, 0.126, 0.110, 0.012, 0.019, 0.042, -0.056]}


Entry 9:
{"formula": "C2H9NO2", "method": "ωB97M-V/def2-TZVPD", "e_lumo_ev": -4.5, "largest_force_ha_per_bohr": 0.0446, "energy_ev": -7796.87364, "multiplicity": 1, "orbital_gap_ha": 0.1508, "relative_energy_ev": 7.852, "species": ["C", "O", "C", "N", "H", "H", "H", "H", "H", "H", "H", "H", "H", "O"], "positions_angstrom": [[-1.667, -2.588, 0.335], [-0.640, -2.030, -0.337], [0.746, 0.347, -0.587], [1.683, 1.227, -0.077], [-2.310, -1.794, 0.773], [-1.366, -3.229, 1.181], [-2.357, -3.189, -0.295], [1.212, -0.278, -1.370], [0.355, -0.437, 0.158], [2.443, 0.774, 0.424], [-0.110, 0.918, -0.952], [-0.178, 3.680, 0.892], [1.183, 2.019, 0.533], [-0.043, 2.854, 0.411]], "lowdin_charge": [-0.255, -0.143, -0.148, 0.096, 0.099, 0.072, 0.101, 0.123, 0.129, 0.110, 0.096, -0.040, 0.049, -0.290]}


Entry 10:
{"formula": "C2H9NO2P", "method": "ωB97M-V/def2-TZVPD", "e_lumo_ev": -3.0, "largest_force_ha_per_bohr": 0.0779, "energy_ev": -17087.22311, "charge": 1, "multiplicity": 1, "orbital_gap_ha": 0.4368, "relative_energy_ev": 0.000, "species": ["C", "C", "N", "O", "O", "P", "H", "H", "H", "H", "H", "H", "H", "H", "H"], "positions_angstrom": [[0.991, -0.494, 2.202], [1.146, 0.771, 1.907], [0.422, 1.246, 0.669], [-0.045, 0.100, -3.159], [-0.566, -0.611, -0.841], [-0.911, -0.805, -2.257], [-2.190, -0.532, -2.566], [1.491, -1.112, 2.946], [0.363, -1.074, 1.400], [1.793, 1.501, 2.314], [0.159, 0.493, -0.018], [-0.418, 1.598, 1.123], [0.925, 2.000, 0.077], [0.151, 0.077, -4.037], [-0.832, -2.113, -2.805]], "lowdin_charge": [0.067, -0.139, 0.147, -0.127, -0.376, 0.617, 0.013, 0.086, 0.108, 0.105, 0.044, 0.157, 0.208, 0.046, 0.043]}


Entry 11:
{"formula": "C2H9NO3", "method": "ωB97M-V/def2-TZVPD", "e_lumo_ev": 0.4, "largest_force_ha_per_bohr": 0.0864, "energy_ev": -9851.96568, "multiplicity": 1, "orbital_gap_ha": 0.3820, "relative_energy_ev": 1.681, "species": ["C", "C", "N", "O", "H", "H", "H", "H", "H", "H", "H", "O", "H", "H", "O"], "positions_angstrom": [[1.989, 1.678, 0.471], [0.580, 1.137, 0.141], [0.676, 0.204, -0.848], [-0.446, 1.630, 0.696], [2.708, 0.831, 0.237], [1.904, 1.746, 1.565], [2.246, 2.709, -0.037], [-0.123, -0.430, -0.928], [1.616, -0.478, -0.736], [-2.133, 0.847, -0.397], [-3.192, -0.037, -0.644], [-2.209, -0.034, -0.800], [-1.883, -3.207, 0.873], [-0.408, -3.097, 0.253], [-1.325, -3.499, 0.155]], "lowdin_charge": [-0.036, -0.566, 0.108, -0.011, 0.070, 0.073, 0.124, 0.062, 0.183, 0.017, 0.070, -0.093, 0.022, 0.061, -0.084]}


Entry 12:
{"formula": "C2H9NO3", "method": "ωB97M-V/def2-TZVPD", "e_lumo_ev": -0.5, "largest_force_ha_per_bohr": 0.0861, "energy_ev": -9848.78149, "multiplicity": 1, "orbital_gap_ha": 0.3193, "relative_energy_ev": 4.865, "species": ["C", "O", "O", "H", "H", "H", "H", "C", "N", "O", "H", "H", "H", "H", "H"], "positions_angstrom": [[-1.363, 1.143, 1.226], [-0.376, 2.052, 0.871], [-2.152, 0.722, 0.168], [-1.552, 0.281, -0.459], [0.197, 1.592, 0.232], [-2.011, 1.619, 1.964], [-0.792, 0.192, 1.582], [1.222, -0.742, -1.595], [0.437, -1.078, 0.895], [0.382, -0.181, -0.630], [1.453, -1.010, 0.949], [0.216, -1.960, 0.433], [1.131, -0.125, -2.495], [2.277, -0.736, -1.285], [0.931, -1.769, -1.856]], "lowdin_charge": [-0.404, -0.048, -0.047, 0.059, 0.058, 0.123, 0.091, -0.149, 0.173, -0.269, 0.072, 0.072, 0.100, 0.085, 0.085]}